{"formula": "C31H65Cl2FIN2O5P", "method": "ωB97M-V with the def2-TZVPD basis set", "elements": ["C", "C", "O", "C", "N", "C", "C", "O", "C", "C", "N", "O", "C", "O", "C", "Cl", "I", "C", "C", "C", "C", "F", "P", "O", "Cl", "H", "H", "H", "H", "H", "H", "H", "H", "H", "H", "H", "H", "H", "H", "H", "H", "H", "H", "H", "H", "H", "H", "H", "C", "C", "C", "C", "C", "C", "H", "H", "H", "H", "H", "H", "H", "H", "H", "H", "H", "H", "H", "H", "C", "C", "C", "C", "C", "C", "H", "H", "H", "H", "H", "H", "H", "H", "H", "H", "H", "H", "H", "H", "C", "C", "C", "C", "C", "C", "H", "H", "H", "H", "H", "H", "H", "H", "H", "H", "H", "H", "H", "H"], "positions_angstrom": [[1.214, 2.093, 1.213], [1.303, 1.215, -0.060], [1.753, 2.065, -1.112], [2.447, 0.163, 0.205], [3.703, 0.692, -0.332], [4.902, 0.095, 0.284], [5.742, 1.125, 1.075], [6.666, 1.864, 0.281], [6.127, 2.895, -0.540], [4.914, 3.653, -0.050], [4.666, 4.932, -0.737], [5.898, 2.206, -1.807], [7.074, 1.540, -2.033], [7.154, 0.487, -2.461], [8.219, 2.521, -1.640], [9.581, 1.780, -0.760], [9.168, 3.015, -3.599], [7.426, 3.705, -0.923], [8.137, 4.358, 0.300], [9.509, 4.990, -0.008], [10.575, 4.592, 1.036], [9.462, 6.378, 0.023], [7.390, 5.037, -2.255], [7.009, 6.457, -1.454], [5.808, 4.805, -3.600], [0.917, 1.520, 2.102], [2.237, 2.456, 1.402], [0.593, 2.987, 1.066], [0.346, 0.726, -0.286], [0.993, 2.490, -1.533], [2.550, -0.035, 1.278], [2.164, -0.780, -0.297], [3.757, 0.462, -1.317], [5.556, -0.286, -0.512], [4.657, -0.750, 0.949], [5.122, 1.726, 1.757], [6.366, 0.510, 1.746], [5.100, 3.883, 1.014], [3.993, 3.059, -0.065], [3.761, 4.870, -1.196], [4.538, 5.639, -0.019], [7.469, 5.145, 0.680], [8.203, 3.597, 1.088], [9.905, 4.655, -0.976], [11.360, 5.360, 1.009], [11.054, 3.638, 0.800], [10.158, 4.575, 2.052], [6.340, 6.934, -1.970], [-2.513, 1.384, 2.215], [-3.468, 1.782, 3.334], [-4.213, 3.087, 3.056], [-3.324, 4.324, 2.917], [-2.434, 4.621, 4.123], [-3.220, 4.919, 5.396], [-1.724, 2.125, 2.074], [-2.032, 0.432, 2.450], [-3.049, 1.267, 1.270], [-2.920, 1.849, 4.279], [-4.206, 0.985, 3.465], [-4.945, 3.251, 3.853], [-4.795, 2.974, 2.135], [-3.966, 5.191, 2.728], [-2.692, 4.221, 2.029], [-1.811, 5.489, 3.887], [-1.744, 3.790, 4.302], [-3.883, 5.774, 5.252], [-2.540, 5.155, 6.216], [-3.824, 4.065, 5.707], [-7.217, -2.985, 0.260], [-5.962, -3.844, 0.143], [-4.880, -3.478, 1.159], [-4.327, -2.058, 1.029], [-3.729, -1.717, -0.335], [-2.522, -2.577, -0.697], [-7.006, -1.932, 0.067], [-7.966, -3.309, -0.465], [-7.655, -3.071, 1.257], [-5.566, -3.780, -0.874], [-6.240, -4.891, 0.298], [-4.061, -4.198, 1.075], [-5.285, -3.602, 2.169], [-3.561, -1.915, 1.799], [-5.118, -1.337, 1.258], [-3.418, -0.668, -0.323], [-4.489, -1.801, -1.117], [-1.732, -2.473, 0.050], [-2.114, -2.272, -1.663], [-2.787, -3.633, -0.772], [-6.422, -9.646, -3.246], [-6.287, -8.455, -2.302], [-6.816, -7.150, -2.896], [-6.086, -6.665, -4.151], [-4.583, -6.449, -3.981], [-4.244, -5.371, -2.958], [-5.840, -9.506, -4.159], [-6.061, -10.556, -2.763], [-7.466, -9.805, -3.524], [-5.242, -8.342, -2.001], [-6.848, -8.669, -1.388], [-6.774, -6.372, -2.127], [-7.876, -7.274, -3.138], [-6.546, -5.726, -4.476], [-6.251, -7.376, -4.966], [-4.165, -6.156, -4.949], [-4.090, -7.386, -3.708], [-4.692, -4.414, -3.237], [-3.163, -5.231, -2.897], [-4.598, -5.639, -1.960]], "multiplicity": 1, "e_lumo_ev": -0.02, "charge": 0}